No. 1
{"formula": "F4Sr3", "method": "ωB97M-V/def2-TZVPD", "symbols": ["F", "F", "Sr", "Sr", "F", "Sr", "F"], "xyz": [[-3.83125, -1.76180, 2.43826], [-1.13116, 0.38856, -0.57224], [1.63828, 3.31281, 0.02777], [0.17272, -2.97259, 2.08049], [1.45730, 1.02970, 3.37245], [-0.85790, -1.10421, -4.13566], [2.55203, 1.10752, -3.21105]], "forces_ev_per_a": [[1.33, -0.60, -0.26], [0.89, -0.43, -1.19], [-0.34, -1.65, 0.32], [-1.36, 1.57, 0.73], [0.07, -0.07, -1.37], [0.58, 1.23, 1.20], [-1.16, -0.04, 0.58]], "lowdin_charge": [-0.7413, -0.8217, 1.7827, 1.6740, -0.8431, 1.7964, -0.8470], "fmax_ha_per_bohr": 0.0428, "e_above_lowest_kcal_mol": 362.47, "homo_lumo_gap_ev": 2.72, "total_charge": 2}



No. 2
{"formula": "F6H12O12P3Sr3", "method": "ωB97M-V/def2-TZVPD", "symbols": ["H", "F", "F", "H", "P", "H", "O", "H", "Sr", "O", "O", "H", "P", "O", "H", "H", "O", "Sr", "O", "O", "O", "H", "O", "O", "Sr", "O", "H", "O", "H", "F", "F", "P", "H", "F", "H", "F"], "xyz": [[-0.96190, 0.80336, -4.73094], [-0.76309, 0.90532, -0.34410], [0.91823, 0.12286, 4.18647], [-3.85527, 0.53502, 1.51481], [1.65535, 3.57475, -0.85727], [-1.31967, -1.97682, 1.73608], [2.11631, -3.18021, 0.67250], [-2.06937, -1.28551, -1.01449], [-0.09450, -1.98416, -3.59454], [2.94908, 3.22840, -0.11741], [0.59881, -0.85426, -1.55098], [-4.13788, 0.52724, 0.02754], [0.99184, 1.58003, 3.41576], [-0.77402, 0.41479, -3.87656], [-2.67849, -2.51752, 2.12746], [1.53595, -3.30508, -1.28713], [-1.98532, -1.92680, 2.42211], [-1.82061, 2.91800, 0.83967], [0.94140, -3.54201, -1.99889], [2.36959, 1.67097, 2.88049], [-2.38207, -1.41199, -1.91029], [-3.14800, -1.97883, -1.81933], [0.27093, 3.45735, -0.28252], [1.62349, 0.57225, 0.46653], [3.97821, 1.39133, 1.00200], [-3.49647, 0.82067, 0.67463], [1.37071, -2.84990, 1.17372], [-0.27670, 1.76934, 2.62961], [1.36148, -4.28993, -2.42358], [-0.03403, -1.27724, 0.88873], [1.79793, 2.62823, -2.20496], [0.47160, -0.17109, -0.16154], [2.77985, -3.37989, 1.33285], [0.93701, 2.69629, 4.59583], [-0.77843, 1.15524, -3.26998], [1.90804, 5.15981, -1.14227]], "forces_ev_per_a": [[-0.15, 0.29, -0.49], [0.84, -1.83, 0.48], [-0.17, 2.85, -1.29], [-0.09, -0.33, 0.59], [2.97, 1.25, 0.58], [-0.21, -0.18, 0.34], [-0.08, 0.34, -0.56], [0.08, 0.05, 0.36], [-0.37, 0.56, 0.95], [-1.91, -0.40, -0.57], [-0.77, 1.47, 3.09], [-0.31, 0.01, -0.33], [-0.57, -0.09, 3.08], [0.09, -0.42, -0.30], [-0.28, -0.36, 0.24], [0.40, 0.25, 1.03], [-0.30, 0.27, -0.15], [1.25, -0.50, 0.93], [-0.37, -0.04, -1.14], [0.54, -0.18, -0.93], [0.51, -0.11, -0.59], [-0.46, -0.28, -0.06], [0.61, -0.20, -0.79], [-1.77, -1.57, -1.45], [-1.43, 0.75, 0.66], [0.51, 0.62, -0.14], [-0.21, -0.08, 0.27], [0.27, 0.05, -0.59], [0.18, -0.75, 0.10], [0.36, 1.75, -1.69], [-0.96, 2.09, 1.66], [2.41, 0.10, -1.63], [0.30, -0.31, 0.13], [-0.12, -2.17, -1.56], [0.17, 0.14, 0.38], [-0.98, -3.03, -0.61]], "lowdin_charge": [0.0840, -0.2399, -0.1363, 0.0748, 0.4086, -0.0266, -0.0257, 0.0136, 1.8044, -0.4948, -0.4584, 0.0700, 0.3333, -0.1363, 0.0427, 0.0206, -0.0325, 1.7551, -0.1635, -0.4384, -0.0688, 0.0751, -0.4686, -0.4052, 1.7675, -0.1059, 0.0285, -0.4249, 0.0806, -0.1147, -0.1556, 0.4301, 0.0695, -0.1169, 0.0603, -0.1056], "fmax_ha_per_bohr": 0.0682, "homo_lumo_gap_ev": 9.52, "total_charge": 3}



No. 3
{"formula": "F6H16O8P", "method": "ωB97M-V/def2-TZVPD", "symbols": ["H", "H", "F", "H", "O", "F", "O", "O", "H", "H", "F", "H", "H", "H", "H", "F", "P", "F", "O", "F", "H", "H", "H", "H", "H", "H", "O", "H", "O", "O", "O"], "xyz": [[12.30137, 27.21007, -12.31711], [13.93567, 32.70173, -15.57676], [14.77714, 30.76679, -14.00277], [10.65182, 28.47876, -15.78873], [10.90310, 29.45299, -11.21076], [12.92037, 29.90884, -12.94957], [11.42181, 26.99928, -12.63044], [14.29505, 33.08079, -16.37888], [11.47609, 29.81760, -11.88528], [15.80274, 30.28351, -11.80901], [12.84414, 31.24410, -14.95037], [12.06961, 34.14533, -14.19977], [11.44368, 27.20684, -13.56461], [11.12722, 29.87688, -15.45534], [15.24352, 33.05515, -16.25244], [13.96115, 32.86029, -13.79245], [13.37137, 31.40064, -13.43501], [11.92726, 31.97388, -12.90200], [14.63436, 28.25875, -15.24052], [13.95481, 31.58605, -11.90309], [15.41862, 28.00147, -15.72526], [15.99078, 28.79480, -11.60839], [11.13290, 34.79165, -15.19813], [10.62011, 28.61042, -11.56605], [12.79978, 32.88298, -10.67188], [12.05002, 33.72377, -9.66054], [16.47513, 29.61881, -11.65970], [14.75369, 29.19293, -15.06937], [10.34808, 29.32088, -15.44990], [12.12133, 32.83112, -9.99865], [11.53514, 34.92691, -14.34015]], "forces_ev_per_a": [[0.58, -0.19, -0.04], [0.14, 0.16, -0.29], [-0.36, 0.07, 1.11], [0.06, -0.17, -0.28], [-0.55, 0.77, 2.05], [-0.73, -0.57, -0.43], [-0.52, 0.46, 0.76], [-0.02, 0.15, -0.70], [1.50, 1.17, -1.61], [-0.19, 0.27, -0.11], [-1.18, -0.41, 0.76], [0.23, -0.17, 0.04], [-0.01, 0.13, -0.47], [0.35, 0.33, -0.07], [0.19, 0.05, 0.03], [-0.90, -0.02, 0.75], [1.50, 0.81, 0.37], [0.81, -0.31, -0.73], [-0.28, -0.42, -0.02], [0.13, -0.05, -0.61], [0.15, -0.12, -0.12], [-0.06, -0.20, -0.04], [-0.06, 0.00, -0.23], [-0.66, -1.90, -0.95], [0.44, -0.20, -0.55], [-0.15, 0.41, 0.21], [0.30, -0.08, 0.16], [0.04, 0.38, 0.17], [-0.27, -0.17, 0.42], [-0.34, -0.42, 0.26], [-0.15, 0.22, 0.21]], "lowdin_spin": [-0.0010, 0.0000, 0.0001, 0.0000, 0.7540, 0.0008, 0.0317, 0.0004, 0.0122, 0.0000, 0.0004, 0.0000, 0.0003, 0.0000, 0.0000, 0.0001, -0.0003, 0.0021, 0.0000, -0.0006, 0.0000, 0.0000, 0.0000, 0.0118, 0.0019, 0.0022, 0.0000, 0.0000, 0.0034, 0.1805, 0.0000], "multiplicity": 2, "fmax_ha_per_bohr": 0.0485, "e_above_lowest_kcal_mol": 0.00, "homo_lumo_gap_ev": [10.17, 2.44], "s_squared": 0.755}



- Number 3 is which compound?
  F6H16O8P